Below is a cluster of 2 separate species, C4HNO2S in total in a non-equilibrium geometry, with properties calculated with ωB97M-V/def2-TZVPD.

Element x y z (Å)
1 C 0.398 0.970 1.029
2 C 1.357 -0.289 -0.518
3 C -1.522 -0.748 -0.151
4 C 0.533 0.677 -0.367
5 N 0.385 1.230 2.152
6 O 1.971 -1.235 -0.666
7 O -1.725 -0.342 0.906
8 S -1.618 -1.766 -1.309
9 H 0.222 1.502 -1.077

Results
* total charge: 0
* total energy: -20582.290 eV
* highest occupied orbital energy: -10.03 eV
* SMILES: N#CC=C=O.O=C=S
* spin multiplicity: 1

These are the Löwdin partial charges, in e, on atoms 1 to 2: atom 1 (C): -0.274, atom 2 (C): -0.223